(1)
C4H5NOS | the ωB97M-V functional and the def2-TZVPD basis

Computed properties:
Gap between HOMO and LUMO (alpha / beta), Ha: 0.221 / 0.198
2S+1: 3
HOMO level (alpha / beta), Ha: -0.2040 / -0.3220
LUMO energy (alpha / beta), Eh: 0.0171 / -0.1240
Expectation value of S²: 2.02

Bonds (Å) are listed after each position.
Element x y z (Å)
1 C -0.6032 -0.7756 1.5866  C2 1.330, C3 1.663, H8 1.170
2 C -1.0255 -0.0429 0.5600  C1 1.330, C4 1.469, H9 1.150
3 C 0.9762 -1.1864 1.2657  C1 1.663, O6 1.203, S7 1.855
4 C -0.2332 0.2072 -0.6510  C2 1.469, S7 1.885, H10 1.043, H11 1.169
5 N 2.6156 -0.4629 -0.7880  S7 1.594, H12 1.027
6 O 1.8938 -1.5897 1.9314  C3 1.203
7 S 1.1549 -1.0660 -0.5766  C3 1.855, C4 1.885, N5 1.594
8 H -1.0189 -1.1863 2.6007  C1 1.170
9 H -2.0787 0.4190 0.5335  C2 1.150
10 H -0.7463 0.3303 -1.5507  C4 1.043
11 H 0.3624 1.1990 -0.4805  C4 1.169
12 H 3.0298 -0.7710 -1.6756  N5 1.027

(2)
C7H15N3 | the ωB97M-V functional and the def2-TZVPD basis

Computed properties:
Gap between HOMO and LUMO (alpha / beta), Ha: 0.350 / 0.248
2S+1: 1
Charge: +2
HOMO level (alpha / beta), Ha: -0.6705 / -0.6196
LUMO energy (alpha / beta), Eh: -0.3208 / -0.3718

Bonds (Å) are listed after each position.
Element x y z (Å)
1 C 0.1600 1.5097 0.8908  N8 1.285, N9 1.301
2 C -1.6427 -0.1677 -0.2961  C3 1.490, C4 1.463, H11 1.071, H12 1.079
3 C -2.0854 1.2048 0.0788  C2 1.490, N8 1.451, H13 1.110, H14 1.179
4 C -0.8007 -0.2540 -1.4896  C2 1.463, N10 1.534, H15 1.106, H16 1.153
5 C 1.7535 -1.0605 -1.6514  C6 1.464, N10 1.495, H17 1.123, H18 1.075
6 C 1.2919 -0.9704 -0.2646  C5 1.464, C7 1.497, N10 1.386
7 C 1.5164 -1.1882 1.1993  C6 1.497, H19 1.122, H20 1.098, H21 1.097
8 N -1.0620 1.9028 0.8335  C1 1.285, C3 1.451, H22 1.029
9 N 1.0162 1.8766 1.7995  C1 1.301, H23 1.008, H24 1.004
10 N 0.3335 -1.2527 -1.2255  C4 1.534, C5 1.495, C6 1.386, H25 1.127
11 H -1.0218 -0.4719 0.5220  C2 1.071
12 H -2.5272 -0.7771 -0.4026  C2 1.079
13 H -2.3265 1.6583 -0.9053  C3 1.110
14 H -3.0471 1.1192 0.7563  C3 1.179
15 H -1.2783 -0.5188 -2.4512  C4 1.106
16 H -0.3068 0.7617 -1.7228  C4 1.153
17 H 2.0907 -0.1037 -2.1325  C5 1.123
18 H 2.3275 -1.9461 -1.8531  C5 1.075
19 H 1.9654 -0.3060 1.7285  C7 1.122
20 H 2.3444 -1.8983 1.3232  C7 1.098
21 H 0.5982 -1.5674 1.6647  C7 1.097
22 H -1.3877 2.8456 1.0857  N8 1.029
23 H 2.0243 1.8573 1.7921  N9 1.008
24 H 0.7019 2.5540 2.4711  N9 1.004
25 H 0.0008 -2.3106 -1.4245  N10 1.127

(3)
C20H37N2O5P | the ωB97M-V functional and the def2-TZVPD basis

Computed properties:
Gap between HOMO and LUMO, Ha: 0.310
2S+1: 1
SMILES: CC[C@@H](C)[C@]1(P(N)O)C(=O)O[C@@H](CON=O)[C@@]1(C)CC[C@H](C)CCC=C(C)C
HOMO level, Ha: -0.3105
LUMO energy, Eh: 0.0000

Bonds (Å) are listed after each position.
Element x y z (Å)
1 C 3.0136 -3.5597 -2.9219  C2 1.553, H29 1.091, H30 1.090, H31 1.088
2 C 1.5922 -2.9334 -2.9048  C1 1.553, C3 1.541, H32 1.087, H33 1.085
3 C 1.2721 -2.3603 -1.5107  C2 1.541, C4 1.533, C5 1.559, H34 1.095
4 C 2.1791 -1.1646 -1.1988  C3 1.533, H35 1.087, H36 1.092, H37 1.090
5 C -0.2297 -2.0711 -1.2068  C3 1.559, P6 1.935, C9 1.518, C17 1.562
6 P -0.3058 -2.4626 0.6864  C5 1.935, N7 1.718, O8 1.648
7 N -1.7686 -3.3474 0.8533  P6 1.718, H38 1.013, H39 1.012
8 O -0.8265 -1.0898 1.4352  P6 1.648, H40 0.963
9 C -1.1529 -3.1165 -1.8069  C5 1.518, O10 1.206, O11 1.343
10 O -0.9936 -4.3117 -1.7706  C9 1.206
11 O -2.2041 -2.5339 -2.4063  C9 1.343, C12 1.476
12 C -2.3630 -1.1618 -1.8854  O11 1.476, C13 1.525, C17 1.543, H41 1.087
13 C -3.2631 -1.2886 -0.6609  C12 1.525, O14 1.449, H42 1.086, H43 1.087
14 O -4.3050 -0.2971 -0.8348  C13 1.449, N15 1.430
15 N -5.1267 -0.2810 0.3360  O14 1.430, O16 1.161
16 O -6.1780 -0.7249 0.1210  N15 1.161
17 C -0.8802 -0.7590 -1.7487  C5 1.562, C12 1.543, C18 1.568, C19 1.557
18 C -0.4544 -0.5683 -3.2461  C17 1.568, H44 1.086, H45 1.091, H46 1.086
19 C -0.5371 0.6082 -1.0872  C17 1.557, C20 1.531, H47 1.088, H48 1.089
20 C -1.6770 1.3921 -0.4305  C19 1.531, C21 1.542, H49 1.087, H50 1.093
21 C -1.1872 2.6654 0.2882  C20 1.542, C22 1.531, C23 1.534, H51 1.096
22 C -0.3715 3.5833 -0.6266  C21 1.531, H52 1.090, H53 1.093, H54 1.089
23 C -0.4770 2.3118 1.6013  C21 1.534, C24 1.546, H55 1.094, H56 1.094
24 C 0.3517 3.4623 2.2181  C23 1.546, C25 1.504, H57 1.087, H58 1.094
25 C 0.8019 3.0067 3.5789  C24 1.504, C26 1.345, H59 1.090
26 C 2.0204 2.5361 3.8977  C25 1.345, C27 1.506, C28 1.519
27 C 3.2805 2.9012 3.1572  C26 1.506, H60 1.092, H61 1.087, H62 1.094
28 C 2.2082 1.5986 5.0777  C26 1.519, H63 1.090, H64 1.094, H65 1.086
29 H 3.4448 -3.5951 -1.9206  C1 1.091
30 H 2.9666 -4.5917 -3.2681  C1 1.090
31 H 3.6802 -3.0018 -3.5763  C1 1.088
32 H 1.5862 -2.1137 -3.6187  C2 1.087
33 H 0.8954 -3.7190 -3.1794  C2 1.085
34 H 1.5651 -3.1362 -0.7964  C3 1.095
35 H 2.1044 -0.3815 -1.9494  C4 1.087
36 H 1.9461 -0.7746 -0.2056  C4 1.092
37 H 3.2106 -1.5121 -1.1416  C4 1.090
38 H -2.1913 -3.1453 1.7517  N7 1.013
39 H -1.5524 -4.3338 0.7808  N7 1.012
40 H -0.0904 -0.6868 1.9068  O8 0.963
41 H -2.9198 -0.6722 -2.6804  C12 1.087
42 H -2.7584 -1.0769 0.2774  C13 1.086
43 H -3.7283 -2.2702 -0.6135  C13 1.087
44 H -0.4467 -1.5046 -3.7968  C18 1.086
45 H -1.1801 0.1025 -3.7081  C18 1.091
46 H 0.5324 -0.1214 -3.3258  C18 1.086
47 H 0.2466 0.4869 -0.3428  C19 1.088
48 H -0.1159 1.2591 -1.8524  C19 1.089
49 H -2.1808 0.7955 0.3262  C20 1.087
50 H -2.4156 1.6779 -1.1842  C20 1.093
51 H -2.0952 3.2097 0.5718  C21 1.096
52 H 0.6180 3.1765 -0.8372  C22 1.090
53 H -0.9077 3.7018 -1.5717  C22 1.093
54 H -0.2811 4.5745 -0.1846  C22 1.089
55 H 0.2121 1.4730 1.4677  C23 1.094
56 H -1.2132 2.0194 2.3552  C23 1.094
57 H 1.2011 3.6471 1.5646  C24 1.087
58 H -0.2904 4.3454 2.2828  C24 1.094
59 H 0.0462 3.0236 4.3637  C25 1.090
60 H 3.9504 2.0478 3.0293  C27 1.092
61 H 3.0893 3.3438 2.1829  C27 1.087
62 H 3.8181 3.6271 3.7736  C27 1.094
63 H 3.1332 1.0374 4.9412  C28 1.090
64 H 2.3207 2.1545 6.0135  C28 1.094
65 H 1.3815 0.8993 5.1607  C28 1.086